(w)
The following is a DFT calculation (wB97M-V/def2-TZVPD) of a cluster of 2 separate species, C2H8N2 in total.

**HOMO**: -9.513 eV
**2S+1**: 1
**Lowest unoccupied orbital energy**: 1.21 eV
**Molar mass**: 60.100 g/mol
**Charge**: 0
**Gap between HOMO and LUMO**: 0.3940 hartree

Last column: Mulliken charge in e.
CARTESIAN COORDINATES (ANGSTROEM)
N -1.17223 3.34232 3.86448  -0.55
H -1.76232 4.16567 3.80759  0.22
H -1.25218 1.36588 3.07645  0.29
C -1.83819 2.28554 3.10794  -0.71
H 1.65294 -4.37174 -3.60698  0.24
H 3.18834 -4.87363 -4.58145  0.24
H 1.77278 -2.43994 -5.02837  0.23
H -0.30285 3.59512 3.40646  0.22
N 2.19503 -3.31799 -5.32022  -0.46
H -2.73268 1.95394 3.63786  0.28
H -2.09446 2.49852 2.06362  0.25
C 2.34581 -4.20368 -4.42738  -0.25

(x)
The following is a DFT calculation (wB97M-V/def2-TZVPD) of a cluster of 2 separate species, C2H8N2 in total.

**HOMO**: -9.401 eV
**2S+1**: 1
**Lowest unoccupied orbital energy**: 0.97 eV
**Molar mass**: 60.100 g/mol
**Charge**: 0
**Gap between HOMO and LUMO**: 0.3813 hartree

Last column: Mulliken charge in e.
CARTESIAN COORDINATES (ANGSTROEM)
H 0.43118 -1.28241 -2.61877  0.25
H 0.86442 0.39470 -2.16384  0.18
N -0.91552 0.93869 1.62325  -0.47
C -0.22474 0.06916 0.83853  0.20
N 0.61164 -0.72242 1.34565  -0.69
H 1.20691 -1.24823 0.72531  0.24
C 0.59056 -0.26063 -2.98459  -0.97
H -1.85039 1.20048 1.34529  0.22
H -0.44611 0.12338 -0.22787  0.21
H -0.77231 0.75892 2.60536  0.27
H 1.47708 -0.34202 -3.60232  0.31
H -0.28314 -0.01986 -3.58104  0.24

(y)
The following is a DFT calculation (wB97M-V/def2-TZVPD) of a cluster of 2 separate species, C2H8N2 in total.

**HOMO**: -7.933 eV
**2S+1**: 1
**Lowest unoccupied orbital energy**: 0.90 eV
**Molar mass**: 60.100 g/mol
**Charge**: 0
**Gap between HOMO and LUMO**: 0.3245 hartree

Last column: Mulliken charge in e.
CARTESIAN COORDINATES (ANGSTROEM)
H 0.03567 0.01032 0.67364  0.34
H -2.43383 -0.91334 2.11053  0.21
N 0.40133 0.62692 -0.04496  -0.52
H 0.55644 1.35606 -2.56542  0.19
H 1.72641 0.12948 -3.13352  0.24
H -0.34398 1.23016 -0.36940  0.21
C 1.10627 -0.03331 -1.07466  0.17
H 1.62080 -0.91650 -0.72900  0.28
H -0.96285 -1.43139 2.39114  0.23
H -1.33584 0.07641 2.89154  0.22
C 1.11784 0.46708 -2.30418  -0.83
N -1.48825 -0.60189 2.15429  -0.74

(z)
The following is a DFT calculation (wB97M-V/def2-TZVPD) of an isolated molecule of C2H8N2.

**HOMO**: -6.858 eV
**2S+1**: 1
**Lowest unoccupied orbital energy**: 0.86 eV
**Molar mass**: 60.100 g/mol
**Charge**: 0
**Gap between HOMO and LUMO**: 0.2837 hartree

Last column: Mulliken charge in e.
CARTESIAN COORDINATES (ANGSTROEM)
H 2.01891 0.40306 -0.55299  0.33
H -1.52156 -1.14460 -0.17469  0.24
H 1.63792 -0.57160 0.91537  0.33
H -2.01422 0.28358 0.80361  0.30
H 0.04273 0.99103 -1.87098  0.12
H 1.13764 -1.11526 -0.70491  0.31
C 1.29146 -0.24800 -0.06501  -0.86
N -0.01401 0.49591 0.04525  0.21
C -1.20623 -0.39171 0.54392  -0.71
N -0.66437 0.91085 -1.13369  -0.92
H 0.14799 1.27080 0.73903  0.30
H -0.85628 -0.88407 1.45509  0.36

Of them, the most stable is (x) and the least stable is (z).

(w)
The following is a DFT calculation (wB97M-V/def2-TZVPD) of an isolated molecule of C2H3ClSi.

**HOMO (alpha / beta)**: -4.310 / -10.123 eV
**<S²>**: 2.007
**2S+1**: 3
**Lowest unoccupied orbital energy (alpha / beta)**: 0.59 / -3.61 eV
**Molar mass**: 90.585 g/mol
**Charge**: 0
**Gap between HOMO and LUMO (alpha / beta)**: 0.1802 / 0.2393 hartree

Last column: Mulliken charge in e.
CARTESIAN COORDINATES (ANGSTROEM)
H 1.45071 1.55632 -0.46508  -0.07
Cl -3.42004 -0.00508 -0.05986  -0.10
C -1.79529 -0.01406 0.18442  0.23
C -0.62555 -0.14856 0.25927  -0.18
Si 1.20926 0.05458 -0.07794  0.20
H 1.83120 -0.46781 1.26258  -0.04
H 1.34972 -0.97538 -1.10340  -0.06

(x)
The following is a DFT calculation (wB97M-V/def2-TZVPD) of a structure of composition C2H3ClSi.

**HOMO (alpha / beta)**: -7.698 / -8.971 eV
**<S²>**: 2.011
**2S+1**: 3
**Lowest unoccupied orbital energy (alpha / beta)**: -0.10 / -1.75 eV
**Molar mass**: 90.585 g/mol
**Charge**: 0
**Gap between HOMO and LUMO (alpha / beta)**: 0.2793 / 0.2654 hartree

Last column: Mulliken charge in e.
CARTESIAN COORDINATES (ANGSTROEM)
H 0.06562 -2.49783 -0.69048  -0.05
H 1.27694 -0.32976 1.48850  0.34
C -0.28670 1.71615 1.06405  -0.09
H -0.81658 -0.34252 -1.67786  -0.07
C 0.59912 0.00696 0.70346  -0.37
Cl -0.71166 2.46060 -0.35690  -0.08
Si -0.12672 -1.01361 -0.53076  0.32

Of them, the most stable is (x) and the least stable is (w).

(w)
The following is a DFT calculation (wB97M-V/def2-TZVPD) of a cluster of 13 separate species, C6H40N2O12 in total.

**HOMO**: -8.704 eV
**2S+1**: 1
**Lowest unoccupied orbital energy**: -0.22 eV
**Molar mass**: 332.388 g/mol
**Charge**: 0
**Gap between HOMO and LUMO**: 0.3117 hartree

Last column: Mulliken charge in e.
CARTESIAN COORDINATES (ANGSTROEM)
C -2.54146 -1.94675 -0.07956  -1.00
C -0.73590 -0.51898 1.19909  1.06
H 0.27314 1.30250 4.11105  0.30
H -1.03567 -2.98335 -3.29446  0.35
H 1.06496 -1.50161 0.56495  -1.34
H 1.35232 -1.13831 -3.01524  0.33
H -0.68697 -3.69967 -0.64220  0.29
H 2.23681 -0.99344 3.07999  0.34
H -0.14765 3.90239 -0.75633  0.40
H 2.65001 -0.59683 1.72106  0.37
H 1.31312 1.10192 2.82503  0.21
H 0.06373 0.18522 -1.49460  -0.20
O -2.94926 1.01751 -2.03702  -0.66
C 0.54257 -0.60637 0.35129  0.82
H -1.28583 -0.57847 3.17114  0.49
H -1.86223 -1.78034 -0.97816  0.26
O 3.16183 3.21224 1.98395  -0.63
H 1.66050 -2.26453 -1.53375  0.32
C 1.49166 -1.32643 -1.89410  -1.19
H -3.46252 -1.22701 -0.22482  0.14
O -1.58660 -2.50765 -3.88045  -0.66
H 1.17352 0.24717 0.62128  0.07
H -2.80458 -2.99536 -0.15554  0.51
H 4.00411 0.33270 -0.26469  0.30
H 2.15999 3.35602 -1.67906  0.38
H 1.20459 2.19684 -2.00787  0.29
H -3.60438 0.50289 2.01025  0.28
O 2.53523 -1.43357 2.25498  -0.77
O -3.87312 -0.07654 2.68195  -0.64
H -1.38996 -2.39580 1.57514  0.32
C 0.20487 1.02688 2.97901  -1.05
H -1.43114 -1.58504 -3.44967  0.31
H -0.37011 1.83219 2.56869  0.34
H 1.58817 -2.82239 1.38081  0.20
H -1.74986 2.42802 -1.14829  0.43
H 1.02423 3.93198 0.27088  0.24
H -1.68706 2.32950 -3.50366  0.34
H 0.26433 -1.16847 3.12545  0.28
O 2.17722 2.34879 -1.88366  -0.71
H 2.43311 -1.01303 -1.70068  0.36
H 0.68814 -4.14350 -0.20563  0.39
O 0.77725 4.13457 -0.55738  -0.68
H 2.35824 3.65066 1.82684  0.33
H -3.54560 0.44352 -2.56742  0.34
O 3.34742 0.92751 0.12172  -0.73
H -2.08694 0.63358 -2.34070  0.27
O 0.09053 -4.16041 -0.97541  -0.69
H 2.99294 1.45372 -0.66835  0.37
O -0.84055 1.75014 -3.31187  -0.61
H -2.08688 3.74424 -0.38983  0.32
O -1.68388 3.42926 -1.18444  -0.72
N -1.79413 -1.61921 1.16088  -0.14
H 1.27418 -4.02075 2.18882  0.28
C -0.36769 -0.31682 2.73422  -0.82
O 1.00893 -3.56027 1.41410  -0.64
N 0.32729 -0.68572 -1.14063  0.56
H -3.36400 -0.91389 2.53235  0.36
H -0.17418 2.20322 -3.85983  0.27
H -1.34211 0.49053 0.96337  -0.23
H 3.04530 2.46478 1.40698  0.31

(x)
The following is a DFT calculation (wB97M-V/def2-TZVPD) of a cluster of 13 separate species, C6H40N2O12 in total.

**HOMO**: -8.336 eV
**2S+1**: 1
**Lowest unoccupied orbital energy**: -0.01 eV
**Molar mass**: 332.388 g/mol
**Charge**: 0
**Gap between HOMO and LUMO**: 0.3060 hartree

Last column: Mulliken charge in e.
CARTESIAN COORDINATES (ANGSTROEM)
O -1.94819 1.84735 1.56134  -0.67
N -0.49758 1.64782 -1.24505  -0.20
H -1.65718 -1.37384 -0.37967  0.31
C 0.99994 -2.43024 0.12558  -1.05
H 1.37542 -2.74989 1.09305  0.40
C 0.66401 -0.00956 0.13384  -0.14
H -2.44266 -3.24149 -3.44234  0.30
H 3.61192 2.27117 3.33679  0.32
H -1.23868 1.98092 -0.64338  0.42
H -1.21668 -1.73526 2.99815  0.29
H -3.64922 -2.23834 -3.71507  0.27
O -2.71196 -2.32945 -3.54844  -0.60
H 3.06955 1.01628 -1.88109  0.31
H 1.25043 3.61481 1.51940  0.30
H 2.31042 2.27907 2.86385  0.31
H -1.43621 1.04353 1.44998  0.15
O 2.17635 3.67748 1.27030  -0.63
H 1.38441 -3.07090 -0.66360  0.24
H 1.48001 0.14796 3.89112  0.28
H -4.90104 -1.41595 0.95452  0.30
H 3.38532 0.01347 0.37837  0.37
H 0.27735 1.96527 -3.15300  0.26
H 0.94591 -1.66466 3.90231  0.40
H -1.12970 3.01205 -2.82927  0.31
O -4.31871 -1.12281 1.67407  -0.62
H -2.53459 0.08089 -0.81542  0.47
H -0.42815 -1.35146 -3.97066  0.32
H 0.91815 -1.04632 -3.60611  0.26
H 3.53820 -1.53403 -0.18543  0.50
H 2.01552 3.67185 -2.53345  0.34
H -1.49558 1.36960 -3.10704  0.30
H 1.26444 0.91917 0.11695  0.46
C -0.68006 2.01212 -2.65535  -0.92
O 2.18252 4.51315 -2.05086  -0.66
H 0.70451 -2.99781 4.60529  0.31
H -4.33345 -0.16819 1.60401  0.31
C -0.32797 0.19555 -1.09962  1.83
O -1.72836 -0.90103 2.95412  -0.51
H -4.76668 -3.03701 -1.25929  0.29
H 3.11580 -1.56301 1.35648  0.25
H -1.70873 2.09894 2.46399  0.32
H -0.07768 -2.42296 0.11025  0.23
O 0.28704 -0.76824 -4.28027  -0.64
H 0.11155 0.00231 1.08820  -0.68
O -4.79232 -2.15499 -0.88723  -0.68
H 0.23519 -0.31594 -1.87327  -1.15
O 3.02401 1.04162 -2.84413  -0.61
H 2.22304 4.35609 0.58592  0.24
H -1.97941 -0.92883 -2.02038  0.44
H -2.63947 -1.21454 3.12029  0.26
O 2.18215 -0.47510 3.65565  -0.60
H -3.84640 -1.94775 -0.86152  0.34
C -1.67168 -0.51998 -1.04733  -1.32
H 1.67664 4.09562 -1.32441  0.32
C 2.88142 -0.96103 0.47915  -1.13
H 2.98178 -0.30078 4.14830  0.24
H 3.33166 0.22912 -3.26895  0.28
O 0.23397 -2.27836 4.18047  -0.66
N 1.58600 -1.09484 -0.17045  0.19
O 2.73370 2.26139 3.74037  -0.61

Of them, the most stable is (x) and the least stable is (w).

(w)
The following is a DFT calculation (wB97M-V/def2-TZVPD) of a cluster of 2 separate species, CH6NO2 in total.

**HOMO**: -3.140 eV
**2S+1**: 1
**Lowest unoccupied orbital energy**: 4.86 eV
**Molar mass**: 64.064 g/mol
**Charge**: -1
**Gap between HOMO and LUMO**: 0.2941 hartree

Last column: Mulliken charge in e.
CARTESIAN COORDINATES (ANGSTROEM)
H -0.08351 0.70464 -1.33071  0.37
H 0.80518 0.55101 0.93802  0.25
N -0.18173 0.22246 1.29584  -0.69
O -0.36549 -0.73212 -0.88970  -0.89
H -0.75803 0.94916 1.32693  0.21
C -0.42009 -1.03329 0.41215  -0.34
H 1.46430 0.98393 -1.52931  0.27
H 0.31964 -1.74258 0.61501  0.28
O 0.56783 1.47238 -1.66875  -0.78
H -1.34810 -1.37558 0.83052  0.31

(x)
The following is a DFT calculation (wB97M-V/def2-TZVPD) of a cluster of 2 separate species, CH6NO2 in total.

**HOMO**: -2.390 eV
**2S+1**: 1
**Lowest unoccupied orbital energy**: 4.71 eV
**Molar mass**: 64.064 g/mol
**Charge**: -1
**Gap between HOMO and LUMO**: 0.2609 hartree

Last column: Mulliken charge in e.
CARTESIAN COORDINATES (ANGSTROEM)
H -1.78965 0.01320 0.49121  0.47
O -2.50860 0.72943 0.43350  -0.82
H 0.44309 0.06202 -1.68241  0.33
C 1.18088 -0.14896 0.02108  -0.16
O 1.33774 0.19719 -1.38238  -0.68
H -0.04992 -1.48510 0.72973  -0.01
H -1.83428 1.38057 0.29127  0.29
H 1.94102 -0.91948 0.20430  0.21
H 1.43732 0.74804 0.60829  0.11
N -0.15760 -0.57692 0.28540  -0.74

(y)
The following is a DFT calculation (wB97M-V/def2-TZVPD) of a cluster of 2 separate species, CH6NO2 in total.

**HOMO**: -3.079 eV
**2S+1**: 1
**Lowest unoccupied orbital energy**: 4.86 eV
**Molar mass**: 64.064 g/mol
**Charge**: -1
**Gap between HOMO and LUMO**: 0.2917 hartree

Last column: Mulliken charge in e.
CARTESIAN COORDINATES (ANGSTROEM)
O -0.07500 0.25926 -0.56457  -0.90
N -1.16524 -1.57451 0.47459  -0.79
O 1.91927 1.94862 -0.69545  -0.74
H -0.40517 -2.19812 0.20088  0.28
H -1.34892 0.41489 1.03850  0.22
H 1.12421 1.38309 -0.43590  0.47
H -1.74068 -1.44834 -0.35599  0.26
C -0.53287 -0.21656 0.60585  -0.31
H 1.96968 1.76182 -1.63973  0.25
H 0.25472 -0.33015 1.37185  0.27

(z)
The following is a DFT calculation (wB97M-V/def2-TZVPD) of a cluster of 2 separate species, CH6NO2 in total.

**HOMO**: -3.170 eV
**2S+1**: 1
**Lowest unoccupied orbital energy**: 4.77 eV
**Molar mass**: 64.064 g/mol
**Charge**: -1
**Gap between HOMO and LUMO**: 0.2917 hartree

Last column: Mulliken charge in e.
CARTESIAN COORDINATES (ANGSTROEM)
O 0.98304 1.83883 -1.29084  -0.74
H 1.08060 -1.16425 0.81101  0.29
H 0.47711 2.05493 -2.07348  0.26
H -1.57372 -0.18048 0.91680  0.25
H -1.13068 -1.87689 0.45765  0.23
C -0.76651 -0.77469 0.42256  -0.36
N 0.37829 -0.71715 1.42498  -0.78
H 0.61625 0.21605 1.24720  0.29
H 0.47291 0.95015 -1.09365  0.45
O -0.53729 -0.34648 -0.82223  -0.89

Of them, the most stable is (y) and the least stable is (w).